Entry 1:
C3H6O2 in the gas phase, computed with ωB97M-V with the def2-TZVPD basis set.

Atoms and positions in Å:
O 2.0009 0.7490 -0.2065
C 1.3544 -0.4033 -0.1989
C -0.1544 -0.6913 0.5100
C -1.3580 -0.1071 -0.0141
O -1.0242 1.6100 -0.0617
H 2.1157 -1.1415 0.0452
H 1.0342 -0.4862 -1.2055
H -0.2221 -1.1365 1.5261
H -2.1039 0.0248 0.7298
H -1.5976 -0.1903 -1.1384
H -0.0450 1.7724 0.0142

Summary:
Gap between HOMO and LUMO   0.1928 Ha
LUMO   -3.1 eV
HOMO   -8.302 eV

Entry 2:
C3H6O2 in the gas phase, computed with ωB97M-V with the def2-TZVPD basis set.

Atoms and positions in Å:
C -1.5219 0.0694 -0.1156
C -0.1836 -0.3022 0.4798
O -0.0612 -0.4787 1.6759
C 1.0841 -0.2956 -0.3780
O 1.7534 0.9218 -0.1042
H -2.2881 -0.6356 0.2216
H -1.5097 0.1165 -1.2056
H -1.7956 1.0564 0.2741
H 0.8832 -0.3107 -1.4519
H 1.7000 -1.1705 -0.1187
H 1.8328 0.9727 0.8599

Summary:
Gap between HOMO and LUMO   0.3938 Ha
LUMO   0.9 eV
HOMO   -9.799 eV
SMILES   CC(=O)CO

Entry 3:
C3H6O2 in the gas phase, computed with ωB97M-V with the def2-TZVPD basis set.

Atoms and positions in Å:
C -1.4417 -0.1342 0.0845
C -0.0254 0.3019 0.1919
O 0.3097 1.1007 1.1768
C 1.1003 -0.1948 -0.6506
O 1.7684 -0.6685 0.4743
H -2.0493 0.2265 0.9211
H -1.4625 -1.2339 0.0602
H -1.8663 0.2065 -0.8731
H 1.6082 0.6038 -1.2403
H 0.7478 -0.9739 -1.3591
H 1.3110 0.7660 1.2143

Summary:
Gap between HOMO and LUMO   0.3251 Ha
LUMO   0.0 eV
HOMO   -8.822 eV

Entry 4:
C3H6O2 in the gas phase, computed with ωB97M-V with the def2-TZVPD basis set.

Atoms and positions in Å:
C -0.9675 0.9066 -0.3621
C 0.5814 0.6029 -0.2336
O 0.7865 -0.7857 -0.5687
C 0.6190 -1.6316 0.5113
O 0.2491 -1.3429 1.5873
H -1.2100 1.9315 0.2649
H -1.3166 0.9087 -1.4668
H -1.6316 -0.0112 0.1567
H 1.1583 1.2944 -0.8648
H 0.8594 0.7575 0.7884
H 0.8719 -2.6302 0.1875

Summary:
Gap between HOMO and LUMO   0.4399 Ha
LUMO   1.0 eV
HOMO   -10.973 eV
SMILES   CCOC=O

Entry 5:
C3H6O2 in the gas phase, computed with ωB97M-V with the def2-TZVPD basis set.

Atoms and positions in Å:
C -1.0857 -0.6704 0.2911
C 0.3797 -0.2082 0.3604
O 1.1677 -0.8628 -0.6078
C 0.6077 1.2248 -0.1235
O 0.7438 1.3898 -1.3211
H -1.1398 -1.7374 0.5384
H -1.7406 -0.1254 0.9811
H -1.4611 -0.5436 -0.7290
H 0.7185 -0.3069 1.4091
H 1.0182 -0.2167 -1.3547
H 0.7916 2.0566 0.5561

Summary:
Gap between HOMO and LUMO   0.3945 Ha
LUMO   0.5 eV
HOMO   -10.226 eV
SMILES   C[C@@H](O)C=O

Entry 6:
2 unconnected molecules or ions with the total composition C3H6O2, computed with ωB97M-V with the def2-TZVPD basis set.

Atoms and positions in Å:
C -0.7141 -1.3472 0.4226
C -0.4531 -0.2108 0.9726
C 0.7291 1.2537 -0.5893
O 2.0987 1.3885 -0.1479
O 0.6297 0.5669 -1.6647
H -1.3525 -2.1365 0.6725
H -0.1924 -1.4174 -0.6037
H -0.7273 0.1522 1.8843
H 0.2807 2.3473 -0.5873
H 2.5884 0.5915 -0.2282
H 0.6472 -0.4777 -1.5294

Summary:
Gap between HOMO and LUMO (alpha / beta)   0.2525 / 0.3447 Ha
⟨S²⟩   2.014
LUMO (alpha / beta)   0.7 / -1.2 eV
HOMO (alpha / beta)   -6.157 / -10.555 eV
2S+1   3

Result set for strongest force on any atom: 4.68 0.48 1.52 3.46 1.39 6.10 eV Å⁻¹, one per record in the order listed.
Result set for relative energy (zero: lowest compared OMol25 entry of this formula, charge and spin): 182.2 23.1 72.7 31.6 34.6 54.5 kcal/mol, one per record in the order listed.